1.
Molecular formula: C35H63F5N5O8S2
Method: DFT, the ωB97M-V functional and the def2-TZVPD basis

The geometry in XYZ format:
```
118
Properties=species:S:1:pos:R:3:forces:R:3
C 4.44660 -4.26433 3.32865 -0.037 -0.297 -0.676
C 4.41711 -3.70622 1.84940 0.387 -0.668 0.601
F 4.96940 -2.40699 1.86232 -0.719 -0.867 -0.554
C 2.97524 -3.76974 1.18382 -0.036 -0.287 2.013
N 2.74792 -2.70340 0.17972 -0.139 0.549 -1.459
C 2.82867 -3.01708 -1.15894 0.057 0.757 -1.306
C 3.19793 -4.43758 -1.70213 0.249 0.231 0.138
C 1.95305 -5.26630 -2.24448 -0.487 0.181 0.067
C 0.54265 -4.63676 -1.94541 -0.891 -0.375 -0.919
S 0.00629 -4.86232 -0.17652 0.081 0.471 0.007
C 2.58698 -2.00253 -2.23121 -0.357 1.402 2.255
O 2.66386 -2.34006 -3.57513 0.832 0.062 1.727
C 2.24288 -0.64413 -1.85784 -0.367 -2.587 1.906
C 1.94074 0.40702 -2.95840 0.518 1.353 -1.013
O 2.87054 0.93441 -3.50669 -0.122 -0.726 0.853
O 0.66407 0.77108 -3.35777 1.270 -2.055 0.548
C 0.16550 -0.34348 -4.17492 -1.299 -0.531 -0.209
C -1.38571 -0.09305 -4.33571 0.777 -0.832 0.921
C -2.13292 -1.05064 -3.30574 -0.448 0.515 -0.480
C -3.41140 -0.33966 -2.69791 0.149 -1.129 -0.090
N -3.45127 -0.48944 -1.22084 -0.105 0.669 -0.061
C -3.73126 0.62627 -0.45123 -0.237 -0.054 3.221
C -3.75042 0.29798 0.97964 0.848 -2.715 -4.206
C -3.44560 -1.16611 0.91406 0.068 0.512 0.089
C -3.24364 -1.64730 -0.44146 -0.853 2.638 2.595
C 2.18032 -0.34975 -0.39419 0.387 -0.890 -0.187
C 1.79239 1.12687 -0.05475 -0.344 -0.167 -0.968
C 0.21189 1.32119 -0.25055 -0.087 0.800 -0.806
F -0.40267 0.13307 -0.75064 0.685 0.999 0.916
C 2.45744 -1.39544 0.61021 -0.983 1.279 -3.530
S 2.38928 -0.84302 2.34069 4.834 0.743 3.490
O 2.65343 -1.83094 3.37485 -1.913 -0.421 -1.902
O 3.41822 0.19110 2.48677 -2.392 -0.321 -1.578
C 0.67755 -0.14890 2.74728 -2.776 -0.496 1.499
F 0.67129 1.20008 2.86520 0.246 -1.803 -0.776
F 0.32492 -0.63593 3.98202 1.019 0.638 -1.756
F -0.28117 -0.62914 1.89410 1.689 1.120 0.714
H 5.22617 -5.07216 3.36440 -0.755 0.803 0.176
H 4.72490 -3.44012 4.04161 -0.486 -0.862 -0.799
H 3.45204 -4.72327 3.58456 0.983 0.559 -0.019
H 5.09563 -4.36624 1.23329 -0.555 1.023 0.359
H 2.14683 -3.65983 1.94383 1.109 0.005 -0.722
H 2.86021 -4.81157 0.80296 -0.078 1.226 -0.188
H 3.90848 -4.25277 -2.56043 -0.729 -0.259 0.968
H 3.77422 -5.05502 -0.96788 -0.531 0.806 -0.552
H 2.04824 -5.38449 -3.36197 -0.146 0.198 1.190
H 1.95797 -6.30565 -1.81107 0.144 1.052 -0.371
H -0.20398 -5.22437 -2.55710 0.834 0.695 0.582
H 0.42725 -3.56984 -2.26455 0.311 -0.877 0.343
H -0.82170 -3.78872 0.10641 0.669 -0.566 -0.707
H 3.61834 -2.52053 -3.72380 -0.677 0.022 -0.410
H 0.30585 -1.31402 -3.60883 -0.059 0.994 -0.574
H 0.72981 -0.44403 -5.14104 -0.399 0.529 0.897
H -1.56938 0.98814 -4.07071 0.124 -1.144 -0.567
H -1.71884 -0.35491 -5.37028 0.290 0.572 0.832
H -1.48448 -1.36604 -2.44773 -0.367 0.519 -0.788
H -2.40613 -1.98755 -3.87733 0.122 0.932 0.777
H -4.31788 -0.82911 -3.14817 0.640 0.734 0.463
H -3.41309 0.76337 -2.90041 -0.031 -1.156 0.076
H -3.94819 1.65257 -0.83249 0.337 -1.351 -0.201
H -3.93530 0.93505 1.86684 0.157 -0.598 -0.989
H -3.38972 -1.75387 1.86666 -0.017 0.258 -1.355
H -3.00722 -2.66787 -0.80653 -0.363 1.169 0.099
H 2.17666 1.50502 0.92091 -0.424 -0.560 -0.736
H 2.26344 1.78390 -0.84788 -0.211 -0.781 0.929
H -0.29326 1.70856 0.66858 0.279 -0.879 -0.709
H 0.03130 2.09357 -1.05305 0.303 -0.836 0.844
C -2.25706 5.28601 4.69683 -0.255 -0.011 0.068
C -1.29586 4.11470 4.52354 0.069 0.416 -0.022
C 0.02175 4.28203 5.30356 0.103 -0.306 -0.112
O 0.95099 5.16824 4.69716 -0.202 -0.049 0.306
C 0.73774 6.53944 4.99095 0.204 0.051 -0.281
N -1.05249 3.90598 3.09102 0.227 -0.168 -0.028
H -1.94386 6.17048 4.14063 0.072 -0.064 0.017
H -3.25094 5.01643 4.33226 0.101 -0.006 -0.018
H -2.35422 5.56051 5.75003 0.031 0.007 -0.045
H -1.79736 3.22513 4.91858 0.114 -0.039 -0.007
H 0.52261 3.30842 5.32845 0.048 0.056 -0.059
H -0.16062 4.56367 6.34759 -0.075 0.119 -0.039
H 0.37220 6.68958 6.01037 -0.074 -0.046 -0.032
H 0.04601 6.98044 4.27029 -0.102 0.115 0.153
H 1.69302 7.05625 4.88735 -0.001 -0.106 0.024
H -0.48060 3.07285 2.97675 -0.155 0.075 0.042
H -0.44382 4.65988 2.77488 -0.149 0.011 0.011
C 4.87534 5.87351 -2.38311 0.050 0.117 0.229
C 5.25811 4.45047 -2.77717 -0.210 0.344 -0.210
C 6.12908 4.37941 -4.04551 0.014 -0.350 0.028
O 5.41041 4.55005 -5.25818 0.274 0.168 0.204
C 5.18715 5.90096 -5.62720 -0.241 -0.149 -0.205
N 4.03608 3.64861 -2.91535 0.165 -0.215 -0.014
H 4.10846 6.29607 -3.03363 0.049 -0.075 -0.043
H 4.47459 5.88945 -1.36675 0.004 -0.048 -0.084
H 5.74551 6.53415 -2.40585 -0.045 -0.016 -0.027
H 5.84809 4.03561 -1.95330 0.031 -0.072 -0.092
H 6.55833 3.37376 -4.10130 -0.074 0.011 -0.064
H 6.97512 5.07534 -3.99319 -0.090 0.118 0.022
H 6.02646 6.54620 -5.35371 -0.026 -0.019 0.085
H 4.26209 6.27036 -5.17960 0.084 0.195 0.045
H 5.06400 5.93582 -6.71073 0.057 -0.078 0.045
H 4.29820 2.68245 -3.09380 -0.037 0.056 0.044
H 3.58152 3.93653 -3.78071 -0.029 0.011 0.120
C -8.93415 -3.55989 1.87557 -0.250 -0.074 -0.036
C -7.92024 -3.14319 0.81494 0.100 0.014 0.424
C -6.69904 -4.07809 0.73400 0.063 0.191 -0.311
O -5.74234 -3.87884 1.76471 -0.126 -0.341 -0.075
C -6.03227 -4.55293 2.97754 0.209 0.260 0.096
N -7.52084 -1.75216 1.05778 0.196 -0.133 -0.193
H -8.59478 -3.33960 2.88863 0.069 0.005 -0.065
H -9.87403 -3.02260 1.73113 0.111 0.013 -0.001
H -9.15117 -4.62942 1.81207 0.027 0.031 0.026
H -8.42937 -3.18862 -0.15330 0.116 -0.005 -0.031
H -6.17068 -3.85801 -0.19957 0.054 0.062 0.081
H -6.99902 -5.13216 0.67977 -0.066 -0.004 0.143
H -6.50739 -5.52288 2.80627 -0.073 0.049 -0.024
H -6.65943 -3.93035 3.61880 -0.124 -0.174 0.064
H -5.08947 -4.71810 3.50247 0.005 0.003 -0.094
H -6.91125 -1.44916 0.30066 -0.096 0.078 0.022
H -6.90883 -1.74987 1.87231 -0.123 0.047 -0.019
```
Forces are in eV/Å.

For the largest force on an atom, the calculation gives 6.01 eV/A. The energy above the lowest of the compared OMol25 structures with the same formula, charge and spin is 0.0 kJ/mol. Its net charge is +1.


2.
Molecular formula: C35H65F5O28P3
Method: DFT, the ωB97M-V functional and the def2-TZVPD basis

The geometry in XYZ format:
```
136
Properties=species:S:1:pos:R:3:forces:R:3
C 2.07578 0.27749 -0.68461 0.251 0.411 0.453
C 1.18765 1.49406 -0.92206 -2.577 -0.511 0.577
O -0.13308 1.42339 -0.51859 0.733 -0.102 0.255
H 2.33044 0.10527 0.36114 -0.193 0.306 0.393
H 2.99189 0.64054 -1.15049 0.556 -0.943 -0.417
H 1.66373 -0.68022 -1.00257 0.109 0.136 -0.693
H 1.18519 1.69710 -1.99298 0.513 0.049 -0.932
H 1.73364 2.32588 -0.47702 0.435 0.707 0.394
C -4.49837 1.36113 -4.25110 0.318 1.120 0.879
C -5.62635 1.24917 -3.20025 2.366 -1.206 -0.853
O -6.38918 0.21060 -3.79103 -0.295 0.235 0.058
C -6.22106 0.27353 -5.14658 -2.413 0.668 -2.989
O -7.01884 -0.13321 -5.99410 2.695 0.598 2.873
O -5.14591 1.07466 -5.45020 -1.393 -1.325 -0.507
F -6.32312 2.39215 -3.08194 -0.489 0.140 -0.045
H -3.67974 0.65229 -4.12667 -0.057 0.007 0.502
H -4.10672 2.37785 -4.28262 0.028 -0.074 -0.041
H -5.18524 0.96045 -2.24622 -0.685 -0.150 0.165
C -1.25787 6.79574 1.21783 0.441 -0.302 -0.141
C -2.37099 6.53070 0.19300 2.245 0.708 -0.627
O -1.93072 7.39238 -0.84840 -2.195 -1.517 -2.220
C -0.91752 8.16655 -0.57632 0.893 1.829 0.181
O -0.52953 9.09863 -1.23582 -0.275 -1.299 0.562
O -0.43911 7.79904 0.60702 0.854 0.193 1.111
F -3.55735 6.97972 0.53935 -1.805 0.429 0.985
H -0.64750 5.89927 1.32688 -0.059 0.053 0.277
H -1.59090 7.19904 2.17415 -0.218 -0.285 -0.082
H -2.46639 5.50366 -0.15942 0.168 0.095 -0.076
C 2.70370 3.92706 -6.23161 2.044 0.322 0.525
C 2.24411 5.23122 -5.61212 0.811 -0.422 0.152
O 2.37122 6.12370 -6.66151 -2.757 2.143 0.549
C 3.20346 5.74174 -7.57381 2.490 -1.704 -2.599
O 3.67769 6.38192 -8.48656 -1.072 -0.992 1.812
O 3.50331 4.39465 -7.34563 -0.786 0.442 -0.285
F 3.14347 5.76683 -4.70386 -0.490 -1.018 0.433
H 1.93182 3.19002 -6.45314 -0.108 0.430 -0.531
H 3.41077 3.46462 -5.54291 -0.113 -0.179 0.070
H 1.26007 5.09364 -5.16398 -0.018 0.963 -0.073
C 0.90325 1.78257 5.18762 0.258 -0.723 -1.488
C 2.11003 2.67398 5.25045 -0.751 -1.840 -0.797
O 2.65031 2.26412 6.43798 2.892 1.404 0.794
C 1.80174 1.63006 7.23629 -0.275 -1.057 1.035
O 2.06426 1.22705 8.33536 -0.512 0.600 -1.035
O 0.66307 1.45010 6.55502 -1.014 -0.107 -0.204
F 1.60143 3.90162 5.27509 0.202 2.470 0.606
H 1.13265 0.88373 4.61530 -0.216 -0.218 0.140
H 0.14893 2.35461 4.64738 -0.587 -0.389 0.706
H 2.84455 2.61919 4.44696 -0.007 -0.163 0.158
C -3.10752 -3.35530 -0.09408 0.184 0.328 -0.882
C -3.44412 -2.82245 1.27804 1.349 0.653 -0.431
O -2.48202 -3.46200 2.05966 0.284 0.673 0.961
C -2.09557 -4.58904 1.46335 3.658 -1.860 0.435
O -1.29130 -5.38032 1.94040 -2.380 1.478 -0.812
O -2.49384 -4.60547 0.18660 -0.765 -0.682 -0.123
F -4.59502 -3.23424 1.78174 -2.373 -0.505 0.085
H -2.33227 -2.77158 -0.59042 -0.054 0.501 0.266
H -3.92786 -3.41563 -0.80928 -0.190 -0.445 0.386
H -3.40762 -1.73627 1.36165 0.374 -0.075 0.115
C -11.25023 2.95065 6.19455 -0.189 -0.568 0.074
C -10.22646 1.84722 5.98251 -0.706 -0.057 -1.786
O -9.60331 1.57366 7.19399 2.437 0.455 1.871
P -8.13932 2.20257 7.56315 -0.176 0.580 -0.677
O -7.92747 3.68182 7.28251 -0.263 -3.264 0.577
O -8.03260 1.70401 9.09530 -1.239 1.366 -1.179
C -7.18701 2.42141 10.00161 2.252 -1.613 0.383
C -5.87269 1.59287 9.91820 0.353 0.288 0.224
O -7.16321 1.12939 6.80190 -0.281 1.284 0.171
C -5.99882 1.46745 6.01307 0.202 0.493 -0.893
C -6.34284 2.14597 4.68151 -0.303 0.000 -0.205
H -11.90909 3.14576 5.34843 0.305 -0.061 -0.255
H -11.89152 2.51794 6.96241 -0.137 0.516 0.306
H -10.78606 3.87873 6.52819 -0.024 -0.113 0.048
H -10.69555 0.91540 5.66663 -0.461 -0.066 0.290
H -9.54077 1.98280 5.14613 0.480 0.679 0.200
H -7.01595 3.48184 9.81632 -0.477 -0.117 -0.466
H -7.53686 2.26444 11.02194 -0.597 0.272 -0.240
H -6.03436 0.62747 10.39774 -0.089 -0.036 -0.112
H -5.57059 1.39705 8.88938 -0.243 0.087 -0.065
H -4.98688 2.02108 10.38732 -0.202 0.364 0.264
H -5.22902 2.00897 6.56286 -0.363 0.241 0.381
H -5.52986 0.52619 5.72636 -0.252 -0.224 0.352
H -6.76960 3.14889 4.67001 -0.311 -0.091 0.803
H -5.48361 2.28879 4.02620 0.359 -0.534 0.194
H -7.03590 1.46882 4.18228 -0.065 0.116 -0.261
C 1.40656 -4.24622 -7.38826 -0.377 0.919 -0.490
C 1.24860 -5.69324 -7.73909 0.335 -0.602 1.524
O 0.91537 -5.82091 -9.08834 0.015 -0.868 -2.391
P 1.39870 -7.14910 -9.85930 -2.260 -0.374 -0.766
O 0.89799 -8.44250 -9.31249 1.100 1.274 -0.354
O 0.83488 -6.86270 -11.37067 1.040 -0.225 1.683
C 0.99024 -7.89914 -12.37555 -0.908 0.076 0.140
C 0.22872 -7.30784 -13.54349 -0.879 -0.056 0.639
O 2.95086 -6.93611 -9.98771 0.410 -0.231 0.093
C 3.90654 -7.99130 -9.75328 0.026 0.351 1.629
C 4.63432 -7.75173 -8.35969 0.432 0.068 -2.219
H 1.57710 -4.03521 -6.33257 0.125 -0.307 -0.048
H 2.17411 -3.77134 -7.99936 0.358 -0.208 0.172
H 0.51086 -3.69928 -7.68265 -0.283 -0.102 0.153
H 2.16137 -6.24934 -7.52529 0.284 0.046 0.016
H 0.47783 -6.19724 -7.15602 -0.167 0.192 0.155
H 2.02012 -8.20274 -12.56337 0.258 0.561 0.032
H 0.46853 -8.79785 -12.04659 0.048 -0.057 0.232
H 0.44440 -6.24227 -13.62186 0.580 -0.227 -0.762
H 0.19153 -7.92942 -14.43811 0.543 0.379 -0.152
H -0.80346 -7.27267 -13.19495 -0.228 -0.138 -0.007
H 3.39267 -8.95217 -9.78077 -0.070 0.001 0.273
H 4.58123 -7.98327 -10.60934 0.276 0.242 0.294
H 5.16835 -6.80154 -8.36534 -0.327 0.327 -0.224
H 4.02809 -7.76323 -7.45389 -0.119 -0.561 -0.334
H 5.46986 -8.45057 -8.39947 -0.213 -0.478 0.716
C 9.07966 2.32951 6.00911 -0.886 -1.072 0.433
C 9.43099 0.83476 6.34545 0.203 2.071 0.633
O 8.36979 -0.05537 6.07403 -0.313 -0.848 -2.969
P 8.21022 -0.67675 4.52729 0.488 -2.040 1.496
O 9.07346 -1.88192 4.24997 -1.077 2.395 0.264
O 6.66210 -1.06562 4.49398 0.289 1.207 0.219
C 6.18646 -2.41106 4.77584 -0.454 0.578 0.055
C 4.64514 -2.40203 4.69112 0.401 -0.246 -1.003
O 8.35327 0.61059 3.58956 -0.415 -0.689 0.439
C 8.04491 0.55720 2.19644 -0.842 0.226 -2.175
C 7.15284 1.73954 1.74454 0.876 -0.760 1.078
H 9.83483 3.00074 6.41807 0.166 -0.017 -0.482
H 8.79081 2.47171 4.96774 0.905 0.067 -0.128
H 8.14198 2.60447 6.49208 -0.029 -0.193 0.521
H 10.40064 0.59056 5.91158 -0.190 -0.470 -0.428
H 9.57257 0.76805 7.42415 0.019 -0.002 0.046
H 6.64464 -2.96146 3.95411 -0.288 -0.775 0.489
H 6.53717 -2.70791 5.76426 0.183 -0.145 -0.172
H 4.18346 -3.37098 4.88109 0.460 -0.254 0.132
H 4.07229 -1.70160 5.29885 0.641 0.283 0.133
H 4.44358 -2.20959 3.63735 -0.390 0.260 0.008
H 8.94873 0.56368 1.58721 0.358 0.063 0.483
H 7.49379 -0.31131 1.83581 0.158 -0.629 0.883
H 6.16967 1.60124 2.19436 0.067 0.489 0.196
H 7.70943 2.61124 2.08870 -0.676 0.492 -0.197
H 7.00632 1.73373 0.66445 0.309 0.016 0.035
```
Forces are in eV/Å.

For the largest force on an atom, the calculation gives 4.13 eV/A. The energy above the lowest of the compared OMol25 structures with the same formula, charge and spin is 433.1 kJ/mol. Its net charge is -1.


Q: What is the formula in the second record?
A: C35H65F5O28P3


Q: Among the records above, which one has the lowest largest force on an atom?
A: C35H65F5O28P3